C24H23F5N2O2S5V | the ωB97M-V functional and the def2-TZVPD basis

As for the total charge: 0. The value obtained for the HOMO energy (alpha / beta) is -6.50 / -6.49 eV. Its spin multiplicity is 2. As for the LUMO energy (alpha / beta): -0.19 / -0.12 eV. Its expectation value of S² is 0.756. As for the HOMO-LUMO gap (alpha / beta): 6.31 / 6.37 eV. As for the molecular weight: 677.73 g mol⁻¹.

Geometry (Å):
1 V 1.15763 -0.82053 -0.51520
2 C 3.65956 -2.52713 -1.46643
3 C 2.82436 -3.64362 -0.87572
4 S 1.06141 -3.15924 -0.68008
5 C 0.80388 -3.83186 0.99662
6 C 1.47551 -3.00817 2.08226
7 S 1.38771 -1.18580 1.80453
8 C 3.13971 -0.76953 2.10431
9 C 4.10091 -1.25240 1.03238
10 S 3.49463 -0.87902 -0.65773
11 H 3.34616 -2.32612 -2.49238
12 H 4.71613 -2.79444 -1.47012
13 H 3.18744 -3.94533 0.10462
14 H 2.84119 -4.51471 -1.53086
15 H 1.16537 -4.86036 0.98667
16 H -0.27069 -3.82524 1.12523
17 H 2.53215 -3.25477 2.17264
18 H 0.98808 -3.19496 3.03775
19 H 3.42523 -1.15465 3.08498
20 H 3.14937 0.32001 2.12890
21 H 4.27827 -2.32617 1.08963
22 H 5.04922 -0.72739 1.14288
23 C -5.95903 2.18145 2.76843
24 C -4.96131 1.36594 1.99285
25 C -5.37780 0.41101 1.07241
26 C -4.45706 -0.38042 0.39979
27 C -3.11084 -0.19548 0.64619
28 C -2.66676 0.76666 1.54625
29 C -3.59350 1.54839 2.20646
30 S -1.90369 -1.33421 0.02997
31 O -1.26702 -1.81958 1.23596
32 O -2.52817 -2.31328 -0.82153
33 N -0.77472 -0.51097 -0.76903
34 C -0.61906 -0.50860 -2.12912
35 C -1.58812 -0.42213 -3.12566
36 C -1.16972 -0.41277 -4.44152
37 C 0.18875 -0.46980 -4.74195
38 C 1.09045 -0.55215 -3.70054
39 N 0.69673 -0.59186 -2.42695
40 H -6.96431 1.77806 2.66017
41 H -5.96555 3.21721 2.42331
42 H -5.69930 2.19144 3.82716
43 H -6.43583 0.27167 0.88816
44 H -4.77006 -1.14751 -0.29730
45 H -1.60416 0.87717 1.72492
46 H -3.25993 2.29630 2.91554
47 H -2.63129 -0.36445 -2.84996
48 H -1.89689 -0.35354 -5.24054
49 H 0.53553 -0.44185 -5.76438
50 H 2.15922 -0.58548 -3.87685
51 F -0.75683 5.74180 -0.41510
52 C 0.29085 4.94217 -0.18819
53 C 0.22937 3.59040 -0.45792
54 F -0.89779 3.04578 -0.93642
55 C 1.33638 2.79689 -0.23820
56 F 1.15864 1.47541 -0.56344
57 C 2.54941 3.26399 0.28981
58 S 3.90636 2.26148 0.56002
59 C 2.55349 4.64246 0.57190
60 F 3.64388 5.19630 1.10063
61 C 1.46935 5.45738 0.32753
62 F 1.53713 6.76612 0.59218

Results of the Löwdin charge analysis, in e, for atoms 1 through 6:
1. V 0.24
2. C -0.46
3. C -0.44
4. S 0.94
5. C -0.46
6. C -0.43

***

C3H8N3S | the ωB97M-V functional and the def2-TZVPD basis

As for the total charge: +1. The value obtained for the HOMO energy is -13.20 eV. As for the LUMO energy: -3.89 eV. As for the HOMO-LUMO gap: 9.31 eV. As for the molecular weight: 118.18 g mol⁻¹.

Geometry (Å):
1 C -1.86908 -0.41551 -0.14662
2 C 0.14474 -1.58921 -0.18209
3 C -0.29674 1.92408 0.17348
4 N -1.28885 -1.58164 0.00213
5 N -0.20940 0.65937 -0.47516
6 N 0.64114 -0.29091 0.23782
7 S -3.29352 0.17995 -0.30084
8 H 0.60112 -2.48527 0.33400
9 H 0.32218 -1.76901 -1.35925
10 H -0.24585 1.78044 1.23828
11 H 0.58419 2.47673 -0.18626
12 H -1.23960 2.37946 -0.22944
13 H -1.87870 -2.38152 -0.26964
14 H 0.38912 -0.20224 1.27947
15 H 1.62645 -0.11744 0.09307

Results of the Löwdin charge analysis, in e, for atoms 1 through 6:
1. C -0.75
2. C -0.15
3. C -0.12
4. N -0.01
5. N -0.09
6. N 0.02

***

C6H9N2O2 | the ωB97M-V functional and the def2-TZVPD basis

As for the total charge: 0. The value obtained for the HOMO energy (alpha / beta) is -9.50 / -9.50 eV. Its spin multiplicity is 2. As for the LUMO energy (alpha / beta): 0.48 / -2.92 eV. Its expectation value of S² is 0.764. As for the HOMO-LUMO gap (alpha / beta): 9.98 / 6.58 eV. As for the molecular weight: 141.15 g mol⁻¹.

Geometry (Å):
1 C 0.13752 -2.59090 -0.80518
2 C 0.20197 -2.02454 -2.20405
3 O -0.41638 -2.56662 -3.09720
4 O 0.92527 -0.94678 -2.44686
5 H 0.67761 -1.99077 -0.06979
6 H 0.42453 -3.62896 -0.66028
7 H -0.91397 -2.53687 -0.52886
8 C -1.27470 2.00755 2.20288
9 C 1.50946 1.59406 0.07810
10 C -0.27986 0.52106 0.30386
11 C -0.16304 1.53917 1.34360
12 N 0.76007 0.56968 -0.46805
13 N 0.96580 2.20500 1.13307
14 H 1.07588 -0.35029 -1.61411
15 H 2.31131 2.07118 -0.46792
16 H -1.14789 -0.10345 0.14164
17 H -0.97797 2.26456 3.21633
18 H -1.98662 1.18510 2.27505
19 H -1.82901 2.78181 1.66777

Results of the Löwdin charge analysis, in e, for atoms 1 through 6:
1. C -0.01
2. C -0.61
3. O 0.06
4. O 0.05
5. H 0.06
6. H 0.09

***

C27H42BrINO12P | the ωB97M-V functional and the def2-TZVPD basis

As for the total charge: 0. The value obtained for the HOMO energy is -8.29 eV. As for the LUMO energy: 0.03 eV. The SMILES is C[C@@H](O)C[C@](CC(=O)I)(O[C@](COCOCCO)(CC(=O)Br)[C@](CCCC(=O)O)(COO)OCP(C)C)c1ccccn1. As for the HOMO-LUMO gap: 8.32 eV. As for the molecular weight: 810.41 g mol⁻¹.

Geometry (Å):
1 C 4.53324 -1.17733 1.76030
2 C 3.64157 0.09553 1.54408
3 O 4.52234 1.24263 1.79558
4 C 3.08976 0.32163 0.10377
5 C 1.97305 -0.65079 -0.43301
6 C 1.36524 0.14233 -1.71412
7 C 2.40082 0.16704 -2.93244
8 O 3.32762 0.91382 -2.99092
9 I 2.16069 -1.15107 -4.67965
10 O 1.04770 -1.23544 0.43044
11 C 0.17282 -0.57570 1.29627
12 C 0.24732 0.98378 1.46084
13 O -0.19352 1.76649 0.35088
14 C -0.39368 3.10457 0.84656
15 O -0.17317 4.04837 -0.17917
16 C 1.14641 4.62264 -0.09419
17 C 1.59308 4.94446 -1.58748
18 O 2.95053 4.55482 -1.85094
19 C 0.48797 -1.07634 2.80172
20 C 1.36943 -2.33409 2.95244
21 O 1.40299 -3.33173 2.32765
22 Br 2.58944 -2.31453 4.55471
23 C -1.32895 -1.04103 0.86644
24 C -2.45864 -0.41395 1.76009
25 C -3.01799 1.00025 1.32345
26 C -4.61720 0.99156 1.19836
27 C -5.32688 1.72672 2.37993
28 O -5.06339 2.85392 2.67226
29 O -6.32739 1.00871 3.05911
30 C -1.36376 -2.60801 1.17497
31 O -2.58123 -3.24641 0.66060
32 O -3.21288 -3.90107 1.71114
33 O -1.35425 -0.72723 -0.50710
34 C -2.55353 -0.93645 -1.21893
35 P -2.58735 0.06440 -2.83861
36 C -3.71645 -0.98953 -3.93619
37 C -3.52844 1.68404 -2.52749
38 C 2.59693 -1.94050 -1.18659
39 C 4.02983 -2.10536 -1.29612
40 C 4.50566 -3.32013 -2.00963
41 C 3.39989 -4.15060 -2.47935
42 C 1.99190 -3.83883 -2.32709
43 N 1.59656 -2.72270 -1.67523
44 H 4.85258 -1.28622 2.83536
45 H 3.90073 -2.07484 1.49703
46 H 5.48232 -1.17117 1.15925
47 H 2.89349 0.13298 2.37555
48 H 5.21977 0.89095 2.37715
49 H 3.96995 0.45455 -0.57670
50 H 2.60903 1.34715 0.12138
51 H 0.47498 -0.37698 -2.14494
52 H 1.21180 1.22931 -1.50438
53 H -0.41116 1.24440 2.34870
54 H 1.27144 1.35986 1.76365
55 H 0.29414 3.32942 1.71767
56 H -1.44116 3.25580 1.22131
57 H 1.85159 3.86821 0.34716
58 H 1.18877 5.55353 0.53914
59 H 0.93893 4.30729 -2.25380
60 H 1.39843 6.01132 -1.86148
61 H 2.89290 3.62913 -2.14269
62 H -0.45779 -1.28767 3.37673
63 H 0.98474 -0.25121 3.38787
64 H -3.34320 -1.11563 1.69844
65 H -2.22795 -0.33643 2.85186
66 H -2.66162 1.30017 0.30117
67 H -2.78914 1.76559 2.10409
68 H -4.88676 1.56750 0.26531
69 H -5.03891 -0.03492 1.05487
70 H -6.89887 0.56540 2.40201
71 H -0.52253 -3.15819 0.68181
72 H -1.42882 -2.81652 2.27898
73 H -3.91113 -3.30551 2.04643
74 H -3.52126 -0.71884 -0.69573
75 H -2.59477 -2.01605 -1.55691
76 H -4.70413 -1.14358 -3.42492
77 H -3.25163 -2.00486 -4.05241
78 H -3.86850 -0.52948 -4.94333
79 H -3.63904 2.26239 -3.48420
80 H -2.90653 2.27150 -1.79292
81 H -4.54461 1.45528 -2.08835
82 H 4.78753 -1.40741 -0.88355
83 H 5.57595 -3.57502 -2.13602
84 H 3.66529 -5.09645 -3.01488
85 H 1.24103 -4.54352 -2.76298

Results of the Löwdin charge analysis, in e, for atoms 1 through 6:
1. C -0.07
2. C -0.36
3. O -0.07
4. C -0.06
5. C -0.32
6. C -0.07

***

C4H13N5O2 | the ωB97M-V functional and the def2-TZVPD basis

As for the total charge: 0. The value obtained for the HOMO energy is -8.97 eV. As for the LUMO energy: -0.53 eV. As for the HOMO-LUMO gap: 8.44 eV. As for the molecular weight: 163.18 g mol⁻¹.

Geometry (Å):
1 C 1.97771 -1.32714 -0.36223
2 C 0.45064 -1.55283 -0.43255
3 C -0.83311 0.86837 -0.92248
4 C 0.27064 1.79672 -0.66721
5 H 3.03637 -1.67807 1.41185
6 H 1.92292 -0.00757 1.23718
7 H 2.29560 -0.60383 -0.98044
8 H 2.29870 -2.38984 -0.67678
9 H -0.01568 -2.15677 -1.40282
10 H 0.21911 -2.24188 0.47850
11 H -1.86701 1.25980 -0.35138
12 H -1.03051 0.74198 -1.87127
13 H 1.23510 1.44698 -1.15117
14 H -0.03641 2.70144 -0.97039
15 H -0.21477 1.57338 1.31704
16 H 0.63598 2.84760 1.01284
17 H -2.94037 0.55906 1.29063
18 N 2.62828 -0.72519 0.75351
19 N -0.59172 -0.50083 -0.18451
20 N 0.66623 1.80038 0.77549
21 N -1.65025 -0.81034 0.48970
22 N -2.74210 -0.84710 -0.45352
23 O -1.79245 -0.29600 1.65998
24 O -3.92288 -0.45830 0.00004

Results of the Löwdin charge analysis, in e, for atoms 1 through 6:
1. C -0.37
2. C -0.13
3. C -0.10
4. C -0.27
5. H 0.17
6. H 0.09

***

ClH3OSi | the ωB97M-V functional and the def2-TZVPD basis

As for the total charge: 0. The value obtained for the HOMO energy is -10.66 eV. As for the LUMO energy: 0.67 eV. The SMILES is O[SiH2]Cl. As for the HOMO-LUMO gap: 11.33 eV. As for the molecular weight: 82.56 g mol⁻¹.

Geometry (Å):
1 O -0.13982 0.95128 1.07308
2 Si -0.18520 -0.46658 -0.24024
3 Cl 0.69057 0.05405 -1.89687
4 H 0.63353 1.51453 0.75948
5 H -1.56493 -0.53309 -0.10013
6 H 0.56585 -1.52020 0.40468

Calculated atomic charges, method Löwdin, unit e:
1. O -0.39
2. Si 0.16
3. Cl 0.36
4. H 0.01
5. H -0.07
6. H -0.07